1.
A structure of composition C18H34CaCl2F3N4O3S6SbSi2Te. Source: the Open Molecules 2025 dataset; level of theory: wB97M-V/def2-TZVPD.

Last column: Mulliken charge in e.
Positions of all 75 atoms, in Å:
Ca (2.296, -2.130, -2.129)  1.383
C (2.358, 2.915, -1.952)  -1.368
C (2.440, 1.433, -1.614)  -0.093
N (2.121, 0.450, -2.431)  0.700
N (1.551, 0.839, -3.598)  -0.263
C (1.756, 0.069, -4.699)  0.185
N (0.930, 0.419, -5.724)  -0.404
S (2.981, -1.093, -4.792)  -0.412
C (2.909, 0.969, -0.320)  0.349
C (3.250, 1.865, 0.724)  -0.759
C (3.428, 1.353, 1.994)  -0.319
C (3.350, -0.047, 2.191)  -0.832
C (3.133, -0.854, 1.077)  -0.387
N (2.956, -0.366, -0.155)  0.413
H (1.623, 3.058, -2.746)  0.425
H (3.341, 3.297, -2.246)  0.293
H (2.023, 3.459, -1.074)  0.289
H (0.725, 1.449, -3.533)  0.263
H (-0.065, 0.259, -5.520)  0.108
H (1.178, 0.068, -6.641)  0.262
H (3.281, 2.930, 0.511)  0.419
H (3.611, 2.060, 2.829)  0.340
H (3.392, -0.461, 3.211)  0.378
H (3.063, -1.923, 1.172)  0.510
S (-3.775, -2.076, -1.753)  -0.675
Sb (-2.282, -1.220, -3.313)  0.645
S (-0.473, -2.657, -3.530)  -0.704
S (-1.552, 0.809, -2.296)  -0.579
S (-2.680, -0.337, -5.410)  -0.765
Cl (0.259, -5.173, 2.204)  -0.203
C (0.162, -5.075, 0.441)  -0.074
Cl (-0.469, -3.394, -0.019)  -0.019
H (-0.557, -5.791, 0.035)  0.365
H (1.192, -5.206, 0.094)  -0.114
F (5.935, -4.558, -2.781)  -0.212
C (4.737, -4.810, -2.313)  0.722
F (4.632, -6.080, -1.961)  -0.203
F (3.820, -4.576, -3.434)  -0.290
S (4.369, -3.753, -0.888)  0.956
O (2.914, -3.994, -0.680)  -0.667
O (5.123, -4.074, 0.253)  -0.610
O (4.601, -2.425, -1.439)  -0.700
C (-1.944, 4.607, -1.189)  -0.860
Si (-2.581, 3.840, 0.411)  0.280
C (-2.878, 5.071, 1.778)  -1.167
C (-4.182, 2.875, 0.084)  -0.900
C (-1.264, 2.677, 1.167)  -0.978
Te (-1.092, 0.647, 0.360)  0.251
C (-0.838, -0.506, 2.371)  -0.808
Si (-2.395, -1.111, 3.245)  0.401
C (-3.626, 0.255, 3.660)  -1.107
C (-3.393, -2.386, 2.303)  -0.737
C (-1.806, -1.867, 4.871)  -1.197
H (-2.549, 5.485, -1.447)  0.304
H (-2.000, 3.863, -1.979)  0.249
H (-0.901, 4.878, -1.093)  0.252
H (-3.457, 5.917, 1.359)  0.292
H (-1.952, 5.446, 2.193)  0.304
H (-3.466, 4.695, 2.598)  0.313
H (-4.810, 3.368, -0.676)  0.302
H (-4.773, 2.642, 0.969)  0.289
H (-3.849, 1.925, -0.307)  0.293
H (-1.492, 2.549, 2.251)  0.296
H (-0.293, 3.108, 1.084)  0.550
H (-0.310, 0.215, 3.008)  0.341
H (-0.163, -1.355, 2.143)  0.201
H (-4.249, 0.412, 2.805)  0.237
H (-3.178, 1.197, 3.969)  0.328
H (-4.296, -0.077, 4.445)  0.376
H (-3.621, -1.951, 1.350)  0.088
H (-4.312, -2.671, 2.797)  0.345
H (-2.814, -3.274, 2.149)  0.214
H (-0.990, -1.306, 5.302)  0.295
H (-1.505, -2.864, 4.658)  0.301
H (-2.607, -1.932, 5.616)  0.300

Atomic forces in eV per Å
Ca -1.45 0.98 -0.35
C -0.46 -0.89 0.16
C -0.54 -1.27 -2.08
N 0.50 1.87 1.58
N 0.14 -0.60 -1.06
C -0.36 0.58 0.02
N 0.13 -0.27 -0.15
S 0.11 0.22 -0.02
C 0.79 -0.24 1.48
C -0.55 -0.66 -0.89
C 0.24 -0.52 0.56
C -0.16 1.01 0.35
C 0.15 0.73 -0.05
N -0.58 0.16 0.61
H 0.33 0.25 0.15
H -0.11 -0.12 -0.07
H -0.10 0.13 0.01
H -0.24 -0.50 -0.05
H -0.46 0.31 0.06
H 0.02 -0.36 0.45
H -0.01 -0.20 0.23
H -0.12 -0.71 -0.52
H 0.05 0.13 -0.74
H 0.09 -0.29 0.08
S 0.11 0.04 -0.58
Sb -0.27 0.68 0.74
S 1.40 -0.25 0.16
S 0.53 1.12 -1.39
S -0.11 -0.29 -0.27
Cl -0.14 -0.29 0.24
C -0.27 1.42 -0.33
Cl 0.72 -1.45 0.21
H 0.27 0.21 0.25
H -0.54 0.19 -0.24
F 0.48 -0.11 -0.22
C -1.42 -0.18 -1.91
F -0.04 -0.14 -0.36
F 1.69 -0.30 2.72
S -2.79 1.35 0.38
O 0.97 0.31 -0.91
O 1.65 -1.07 0.79
O -0.02 -0.17 -0.53
C -0.45 0.03 0.51
Si 0.00 -1.61 0.25
C -0.43 1.16 -0.64
C 0.37 0.63 -0.17
C -1.12 -0.34 0.22
Te -0.23 -1.22 1.34
C -0.24 0.26 0.18
Si 0.50 0.28 -0.12
C 0.44 -0.10 0.24
C 0.43 0.47 0.57
C -0.92 0.58 0.27
H 0.20 -0.10 -0.12
H -0.16 -0.18 -0.18
H 0.32 0.31 0.06
H 0.28 -0.08 0.25
H 0.33 0.26 0.06
H -0.25 -0.49 0.29
H 0.13 -0.20 0.28
H -0.01 0.23 0.13
H -0.01 -0.43 -0.42
H 0.10 0.00 -0.64
H 0.87 0.52 0.05
H 0.11 -0.20 0.21
H -0.24 0.44 0.05
H -0.33 0.36 -0.73
H 0.06 0.14 -0.01
H -0.10 -0.15 0.36
H -0.23 0.10 -0.81
H -0.32 0.05 0.25
H 0.39 -0.61 -0.26
H 0.33 0.11 0.11
H 0.58 -1.01 -0.10
H -0.04 0.02 0.01

## Properties
Net charge: -2
LUMO level, eV: 3.22
2S+1: 1
Gap between HOMO and LUMO, Ha: 0.1455
HOMO energy, eV: -0.74
DFT total energy, eV: -177561.4894
Maximum force, eV/Å: 3.2

2.
A cluster of 2 separate species, C19H31FNO5 in total. Source: the Open Molecules 2025 dataset; level of theory: wB97M-V/def2-TZVPD.

Last column: Mulliken charge in e.
Positions of all 57 atoms, in Å:
C (-4.708, 4.042, -4.055)  -0.947
C (-3.779, 4.811, -2.978)  -0.275
O (-2.533, 4.093, -2.848)  -0.259
C (-2.154, 3.882, -1.520)  0.512
O (-2.886, 3.545, -0.585)  -0.544
C (-0.588, 4.031, -1.192)  -0.756
C (0.152, 2.638, -1.403)  -0.528
C (0.197, 1.726, -0.060)  -0.818
N (1.551, 1.119, 0.150)  0.115
C (2.082, 0.084, -0.793)  0.032
O (2.225, 0.377, -2.177)  -0.473
C (1.340, -1.234, -0.297)  -0.688
C (1.542, -1.000, 1.313)  -0.486
C (1.919, 0.572, 1.510)  -0.287
O (1.179, 1.005, 2.646)  -0.295
C (1.964, 0.860, 3.858)  -0.745
C (1.339, -0.130, 4.937)  0.424
C (0.158, 0.533, 5.812)  -1.116
O (2.401, -0.414, 5.903)  -0.538
H (-5.807, 4.167, -3.775)  0.308
H (-4.602, 4.483, -5.101)  0.265
H (-4.513, 2.926, -4.082)  0.279
H (-3.660, 5.870, -3.394)  0.275
H (-4.396, 4.889, -2.035)  0.303
H (-0.142, 4.750, -1.964)  0.318
H (-0.398, 4.487, -0.173)  0.392
H (-0.276, 2.047, -2.284)  0.334
H (1.254, 2.821, -1.670)  0.463
H (-0.167, 2.367, 0.801)  0.512
H (-0.612, 0.933, -0.223)  0.208
H (2.162, 1.961, 0.097)  0.524
H (3.161, -0.061, -0.427)  0.250
H (1.899, -0.408, -2.661)  0.405
H (0.287, -1.108, -0.708)  0.203
H (1.831, -2.244, -0.431)  0.439
H (0.500, -1.175, 1.716)  0.279
H (2.324, -1.685, 1.789)  0.385
H (3.037, 0.817, 1.558)  0.409
H (3.038, 0.503, 3.668)  0.335
H (2.064, 1.882, 4.357)  0.307
H (1.022, -1.138, 4.526)  0.269
H (0.158, 1.660, 5.738)  0.297
H (-0.811, 0.035, 5.507)  0.272
H (0.343, 0.225, 6.899)  0.338
H (3.185, -0.769, 5.445)  0.301
F (0.689, -4.222, 0.278)  -0.247
C (0.250, -4.976, -0.751)  0.401
C (-0.419, -4.369, -1.801)  -0.037
C (-0.867, -5.145, -2.864)  -0.531
C (-0.649, -6.520, -2.859)  -0.500
C (0.020, -7.118, -1.796)  -0.420
C (0.477, -6.341, -0.738)  -0.516
H (-0.587, -3.298, -1.784)  0.330
H (-1.385, -4.680, -3.695)  0.366
H (-1.003, -7.125, -3.687)  0.377
H (0.185, -8.189, -1.792)  0.368
H (1.008, -6.789, 0.094)  0.412

Atomic forces in eV per Å
C -0.33 0.34 0.08
C -2.90 -0.02 -1.72
O 0.53 0.73 2.59
C 0.17 -0.57 2.06
O 1.15 0.93 -2.68
C 0.03 0.14 -2.02
C 1.18 -0.31 0.41
C -3.21 0.24 -1.56
N 0.09 3.38 0.14
C 2.81 -3.30 0.05
O -1.35 -0.23 1.34
C 0.91 1.27 1.05
C -0.68 0.34 -1.07
C -0.39 -3.15 1.10
O 1.39 0.52 -1.31
C 0.71 0.09 1.58
C 0.04 0.23 0.93
C 0.67 -1.20 -0.07
O -0.24 0.39 -0.94
H 1.45 -0.08 -0.27
H 0.08 -0.71 1.40
H -0.03 1.39 0.10
H 0.56 -1.49 0.78
H 1.27 -0.35 -0.72
H -0.65 -0.98 1.06
H -0.60 -0.76 -1.10
H 0.53 0.90 1.32
H -1.56 0.02 0.17
H 1.07 -1.03 -0.68
H 1.42 0.78 0.64
H -0.33 -0.59 -0.45
H -1.36 0.47 -0.31
H 0.08 0.61 0.20
H 1.07 -0.87 0.99
H -0.66 1.46 -0.93
H 1.50 0.31 0.26
H -1.26 0.88 -0.82
H -1.53 -0.57 0.39
H -1.50 0.41 -0.16
H -0.22 -1.27 -0.73
H 0.13 1.34 -0.01
H -0.19 -1.35 -0.02
H 0.91 1.04 0.26
H -0.19 0.52 -1.56
H -0.54 0.12 0.23
F 0.10 0.20 0.22
C -0.33 -0.60 -0.76
C 0.07 0.19 0.10
C 0.12 -0.22 0.15
C -0.03 0.02 -0.05
C -0.08 0.28 -0.09
C 0.12 0.00 0.22
H -0.02 -0.05 0.02
H 0.03 -0.02 0.10
H 0.03 0.06 0.09
H 0.01 0.11 0.03
H -0.04 0.04 -0.01

## Properties
Net charge: +1
LUMO level, eV: -2.85
2S+1: 1
Gap between HOMO and LUMO, Ha: 0.3203
HOMO energy, eV: -11.56
DFT total energy, eV: -34640.6544
Maximum force, eV/Å: 4.3

3.
An isolated molecule of CH5N2PS. Source: the Open Molecules 2025 dataset; level of theory: wB97M-V/def2-TZVPD.

Last column: Mulliken charge in e.
Positions of all 10 atoms, in Å:
N (0.011, 1.840, -0.787)  -0.323
C (-0.790, 1.574, 0.244)  0.444
S (-1.635, 2.425, 1.339)  -0.356
N (-0.884, -0.121, 0.540)  -0.394
P (0.489, -1.056, -0.098)  -0.082
H (0.630, 1.201, -1.227)  0.136
H (-0.089, 2.711, -1.275)  0.237
H (-1.414, -0.271, 1.320)  0.248
H (-0.160, -2.179, 0.112)  0.042
H (1.445, -1.139, 1.036)  0.047

Atomic forces in eV per Å
N -0.76 1.09 0.12
C -0.29 -5.10 1.71
S 0.10 0.51 -0.75
N 3.76 4.30 -5.02
P -0.08 2.93 1.38
H 0.07 -0.98 -0.06
H -0.02 0.35 0.34
H -1.22 -0.40 2.66
H -0.75 -2.54 0.35
H -0.83 -0.14 -0.71

## Properties
Net charge: 0
LUMO level, eV: 0.81
2S+1: 1
Gap between HOMO and LUMO, Ha: 0.3474
HOMO energy, eV: -8.64
SMILES: NC(=S)NP
DFT total energy, eV: -24220.7117
Maximum force, eV/Å: 7.6